1.
ORCA calculation (ωB97M-V/def2-TZVPD) on 2 unconnected molecules or ions with the total composition C14H16 in a non-equilibrium geometry.

Properties
E = -543.06889 Ha
frontier orbital gap = 9.866 eV
LUMO level = 0.0357 Eh
relative energy (zero: lowest compared OMol25 entry of this formula, charge and spin) = 2.5 kcal/mol
E_HOMO = -8.8945 eV
charge = 0
structure (SMILES) = Cc1ccccc1.Cc1ccccc1
maximum force = 1.26 eV Å⁻¹

```
30
C14H16 (ωB97M-V/def2-TZVPD)
C -1.992 4.261 1.646
C -1.104 3.073 1.447
C 0.234 3.186 1.123
C 1.018 2.056 0.931
C 0.494 0.789 1.056
C -0.863 0.677 1.336
C -1.651 1.792 1.524
H -1.549 5.159 1.229
H -2.218 4.442 2.696
H -2.943 4.094 1.148
H 0.670 4.179 1.054
H 2.074 2.172 0.704
H 1.118 -0.084 0.905
H -1.311 -0.307 1.367
H -2.715 1.726 1.722
C 2.882 -1.939 -0.749
C 1.428 -2.155 -1.087
C 0.800 -3.321 -0.693
C -0.516 -3.574 -0.996
C -1.230 -2.671 -1.777
C -0.591 -1.511 -2.209
C 0.723 -1.219 -1.855
H 2.957 -1.420 0.217
H 3.388 -1.329 -1.489
H 3.418 -2.882 -0.632
H 1.331 -4.039 -0.086
H -1.022 -4.483 -0.689
H -2.257 -2.805 -2.093
H -1.120 -0.796 -2.826
H 1.223 -0.329 -2.215
```

2.
ORCA calculation (ωB97M-V/def2-TZVPD) on a single C6H13NO molecule in a non-equilibrium geometry.

Properties
E = -366.35723 Ha
frontier orbital gap = 9.720 eV
LUMO level = 0.0353 Eh
relative energy (zero: lowest compared OMol25 entry of this formula, charge and spin) = 48.1 kcal/mol
E_HOMO = -8.7600 eV
charge = 0
structure (SMILES) = C=CCCCNCO
maximum force = 1.81 eV Å⁻¹

```
21
C6H13NO (ωB97M-V/def2-TZVPD)
C -2.168 -1.825 2.205
C -1.047 -1.144 2.393
C 0.129 -1.188 1.467
C 0.256 0.103 0.655
C 1.304 0.026 -0.469
N 0.856 0.093 -1.839
C 0.575 1.377 -2.412
O -0.165 2.241 -1.569
H -2.969 -1.704 2.915
H -2.314 -2.552 1.415
H -0.963 -0.547 3.293
H 1.024 -1.420 2.060
H 0.038 -2.037 0.799
H -0.731 0.269 0.225
H 0.397 0.978 1.297
H 1.948 0.913 -0.355
H 2.053 -0.754 -0.290
H 0.238 -0.637 -2.150
H -0.023 1.216 -3.302
H 1.514 1.830 -2.719
H 0.344 3.018 -1.292
```